Here is a cluster of 13 separate species, C6H34NO13 in total in a non-equilibrium geometry from the OMol25 dataset. Energies are from wB97M-V/def2-TZVPD.

Summary:
LUMO energy, eV: 2.49
Kohn-Sham gap, eV: 7.9
Net charge: -1
F_max, eV/A: 3.52
E_HOMO, Ha: -0.1989
Calculated total energy, a.u.: -1281.849956

```
54
Properties=species:S:1:pos:R:3:forces:R:3:lowdin_charge:R:1
C 1.8877 0.4555 1.7006 -0.78 0.00 -0.38 -0.375
O 1.7572 -0.7969 1.1920 0.10 -0.92 0.04 -0.330
C 1.2119 0.6385 3.0963 0.08 0.14 -0.99 -0.153
C -0.1270 1.3257 2.7965 -0.82 -0.41 3.36 -0.172
C -1.2690 0.5592 2.1474 0.94 0.84 0.07 -0.373
C -1.4967 0.6704 0.8499 0.63 -0.63 -2.67 0.033
C -2.6076 -1.1333 3.1090 -1.28 2.74 1.79 0.007
N -2.2103 0.0678 3.0497 -0.52 0.13 0.13 0.033
H 2.8963 0.8537 1.7573 0.82 -0.11 -0.08 0.099
H 1.3830 1.1565 0.9069 0.42 -1.50 1.84 0.064
H 1.7365 1.3065 3.7869 0.29 0.35 -0.45 0.096
H 1.2113 -0.2943 3.7019 -0.54 0.16 -0.93 0.123
H 0.0869 2.2806 2.3081 -0.19 -0.26 -0.01 0.093
H -0.5023 1.5241 3.8631 0.00 0.33 -1.49 0.124
H -0.8091 0.9594 0.0246 0.30 0.68 1.48 0.077
H -2.2854 0.2547 0.2599 -1.28 -0.55 0.68 0.050
H -3.4460 -1.2465 3.8306 0.62 -0.64 -0.55 0.080
H -2.1737 -1.8873 2.5635 0.84 -2.05 -1.28 0.025
H 0.0953 4.0884 -3.3207 -0.57 0.31 0.80 0.025
H 0.2095 5.0099 -1.9749 -0.94 0.02 -0.05 0.027
O 0.6532 4.5324 -2.6651 1.45 -0.42 -0.58 -0.057
H -2.0464 2.7060 -2.5844 0.28 -0.57 0.61 0.026
H -1.1854 1.9430 -3.6951 0.59 -0.62 0.95 -0.019
O -1.7873 2.6553 -3.4948 -0.73 1.39 -1.38 -0.055
H 0.6364 0.1333 -2.7150 0.02 -0.37 0.15 -0.024
H -0.3851 0.0399 -3.9767 0.48 -0.50 0.69 0.038
O 0.1652 0.6033 -3.4200 -0.63 1.33 -1.17 -0.080
H -1.0658 -1.5914 -0.0131 0.09 -0.52 0.18 0.011
H -1.2267 -2.8018 -0.9935 -0.22 -0.24 0.29 0.041
O -0.8088 -1.9491 -0.8748 0.01 0.65 -0.75 -0.056
H 2.4008 -0.3893 -1.0953 0.30 -0.02 0.90 0.065
H 0.8927 -0.7410 -0.7386 1.14 0.14 0.26 0.031
O 1.5257 -0.4902 -1.4448 -1.26 -0.19 -1.06 -0.065
H 1.0344 -1.6835 -4.1656 0.38 0.09 0.28 0.052
H 0.5845 -2.0029 -2.6981 0.30 0.73 -0.23 -0.021
O 0.3882 -2.1440 -3.6322 -1.03 -0.76 -0.46 -0.062
H -3.1629 -3.0551 -2.6686 -0.14 0.71 0.03 0.024
H -1.8877 -3.3729 -3.5056 -0.01 0.37 0.08 0.019
O -2.6068 -3.7528 -2.9905 0.33 -0.96 -0.07 -0.049
H 1.8356 -2.9106 -1.0715 -0.05 -0.55 -0.29 0.030
H 0.8763 -3.5302 -2.0804 -0.24 -0.26 -0.19 -0.015
O 1.7169 -3.6845 -1.6585 0.59 0.26 0.82 -0.057
H -2.4065 4.0891 2.8068 0.20 -0.22 -0.23 0.031
H -1.5391 3.9847 1.5115 -0.19 0.02 0.41 0.022
O -2.0440 4.5946 2.0718 0.05 0.13 -0.21 -0.070
H 3.8110 -2.5986 1.9194 0.06 -0.46 0.07 0.018
H 2.3860 -2.2875 1.7770 0.44 -0.39 0.26 -0.012
O 2.9749 -3.0775 2.0079 -0.25 1.07 -0.30 -0.128
H 0.4465 -3.2225 1.3249 -1.56 -0.51 0.62 0.062
H 0.4512 -1.9121 1.5924 -0.48 1.63 0.59 -0.009
O -0.2291 -2.6170 1.7425 2.03 -0.94 -0.92 -0.122
H 1.3690 2.2290 0.3895 0.08 1.19 -0.69 -0.045
H 1.3115 3.3197 -0.7946 0.08 -0.41 1.04 0.026
O 1.3732 3.1918 0.1846 -0.21 0.57 -1.03 -0.101
```
Forces are in eV/Å.